No. 1
19
Properties=species:S:1:pos:R:3:lowdin_charge:R:1 method="wB97M-V/def2-TZVPD" e_tot_ev=-13533.0384 multiplicity=1 relative_energy_kcal_mol=110.9 homo_lumo_gap_ev=6.82 molar_mass_g_mol=141.15 charge=+1 homo_ev=-13.74
C -0.51403 2.33561 -1.56623 0.297
C -1.61821 2.71011 -2.11286 0.096
H -1.62919 3.15505 -3.11461 0.131
H -2.57052 2.49219 -1.61254 0.131
C 1.17744 1.73107 -0.98904 0.025
C 1.42749 0.82793 -0.06637 -0.034
C 0.63035 -0.31443 -0.70004 -0.168
C -0.31098 -0.95398 0.30734 -0.166
O 0.47456 -1.50338 1.35830 0.038
C -0.18122 -2.18550 2.28843 -0.632
O -1.37833 -2.31378 2.34634 0.136
O 0.69938 -2.71937 3.11939 0.175
H 2.19610 0.65003 0.68262 0.152
H 1.87253 2.25465 -1.64475 0.115
H 1.38696 -1.01872 -1.08370 0.156
H 0.00188 -0.01257 -1.56635 0.114
H -0.88248 -1.74137 -0.20028 0.145
H -1.01483 -0.22048 0.72110 0.142
H 0.23308 -3.17306 3.83326 0.147

No. 2
22
Properties=species:S:1:pos:R:3:lowdin_charge:R:1 method="wB97M-V/def2-TZVPD" e_tot_ev=-9411.6325 multiplicity=1 relative_energy_kcal_mol=46.8 homo_lumo_gap_ev=11.59 molar_mass_g_mol=107.18 charge=+1 homo_ev=-14.26
C 0.31842 -1.89376 -0.38862 -0.144
C 1.33360 -0.72582 -0.87966 -0.175
C 0.56427 0.52523 -1.40340 -0.078
C -1.66251 1.40678 -0.43861 -0.054
N -0.39373 0.80865 -0.16875 -0.059
N -0.55996 -1.63041 0.91559 -0.014
H -0.31180 -2.03192 -1.24671 0.096
H 0.96164 -2.73842 -0.10278 0.111
H 1.80355 -1.10338 -1.81192 0.118
H 2.11694 -0.36835 -0.13270 0.132
H 1.32390 1.26434 -1.75070 0.139
H -0.22800 0.10485 -2.17037 0.157
H -2.41689 0.56453 -0.72136 0.131
H -2.09158 1.87405 0.44202 0.094
H -1.62805 2.14344 -1.33357 0.137
H 0.05695 1.39743 0.47491 0.081
H -0.46170 -0.03512 0.42213 0.056
H -0.25270 -2.26503 1.64116 0.076
H -1.46314 -2.12613 0.72990 0.101
H 0.28456 1.68796 2.93925 0.062
H 1.78321 1.62149 2.75793 0.111
O 0.92301 1.51957 2.22626 -0.078

No. 3
95
Properties=species:S:1:pos:R:3:lowdin_charge:R:1 method="wB97M-V/def2-TZVPD" e_tot_ev=-241332.2954 multiplicity=2 relative_energy_kcal_mol=37.1 homo_lumo_gap_ev="7.01 / 4.20" molar_mass_g_mol=938.98 s_squared=0.754 charge=+1 homo_ev="-9.68 / -9.67"
Cu 11.83135 -13.10408 -10.96530 0.481
Br 17.76419 -12.78456 -22.82254 0.632
C 16.91278 -13.13223 -21.04177 -0.604
C 17.69227 -13.86662 -20.17014 -0.112
C 17.13049 -14.12737 -18.88229 -0.023
C 15.87093 -13.59362 -18.62302 -0.197
C 15.11518 -12.91553 -19.59947 -0.043
C 15.67363 -12.65841 -20.82117 -0.148
N 15.18361 -13.66836 -17.25506 0.053
N 15.47182 -14.61518 -16.53430 0.073
C 14.80322 -14.64810 -15.28316 -0.262
C 15.45963 -15.28623 -14.35701 -0.062
C 15.05823 -15.39171 -13.02017 -0.005
C 14.06022 -14.58510 -12.54498 -0.349
O 13.57958 -14.59290 -11.35453 -0.177
C 13.21812 -13.89742 -13.57338 -0.126
N 12.06722 -13.38506 -13.13595 0.075
C 11.23788 -12.91082 -14.10456 -0.116
C 11.48707 -12.98098 -15.47552 -0.010
C 12.74660 -13.48518 -15.94429 0.045
C 13.58429 -13.96748 -14.93636 -0.086
H 18.60268 -14.41593 -20.33978 0.104
H 17.53255 -14.88179 -18.12306 0.131
H 14.21694 -12.43941 -19.28641 0.100
H 14.90915 -12.31447 -21.54420 0.132
H 16.27807 -15.94905 -14.60393 0.127
H 15.59162 -16.07386 -12.33855 0.126
H 10.27428 -12.66595 -13.68893 0.100
H 10.69669 -12.62603 -16.22993 0.136
H 13.01491 -13.47680 -16.93776 0.068
C 10.26649 -9.45057 -13.84630 -0.061
C 9.98819 -10.15318 -12.71634 -0.065
C 11.02100 -10.50940 -11.82199 -0.073
C 12.31306 -10.12209 -12.03693 -0.190
C 12.66154 -9.40116 -13.21275 -0.221
C 11.60138 -9.15862 -14.09915 -0.099
C 13.18684 -10.36170 -10.87150 -0.182
C 13.80448 -9.27238 -10.16409 -0.001
C 14.49840 -9.41908 -9.06454 0.007
C 14.68166 -10.73351 -8.57330 -0.157
C 15.41481 -11.00537 -7.42596 -0.024
C 15.44854 -12.30825 -6.93191 -0.052
C 14.80575 -13.36265 -7.62213 -0.037
C 14.13846 -13.07896 -8.79909 -0.019
C 14.02302 -11.78384 -9.25706 -0.186
N 13.23596 -11.57353 -10.36569 0.123
H 9.63530 -9.15679 -14.62971 0.101
H 9.04600 -10.55253 -12.46134 0.102
H 10.71420 -11.08178 -10.94816 0.089
H 11.75270 -8.61523 -15.00465 0.093
H 13.65251 -8.30061 -10.58321 0.099
H 15.08203 -8.54629 -8.64395 0.160
H 16.04910 -10.20295 -6.97358 0.135
H 16.09285 -12.58594 -6.06106 0.123
H 14.92371 -14.33227 -7.25253 0.092
H 13.73922 -13.94537 -9.29548 0.084
Ge 14.46216 -8.77922 -13.69013 1.028
C 15.88100 -10.05518 -13.37722 -0.318
C 16.80902 -9.96953 -12.30791 -0.086
C 17.73301 -11.00931 -12.20630 -0.081
C 17.70712 -12.03472 -13.13947 -0.085
C 16.81717 -12.06398 -14.17799 -0.106
C 15.95314 -11.04288 -14.32211 -0.157
C 14.72843 -7.07546 -12.74646 -0.325
C 13.60835 -6.46691 -12.33807 -0.183
C 13.61864 -5.28591 -11.63553 -0.075
C 14.82738 -4.66169 -11.43502 -0.083
C 16.00944 -5.27590 -11.81373 -0.093
C 15.98022 -6.46643 -12.51691 -0.095
H 14.34802 -8.75576 -15.25158 0.020
H 16.76295 -9.14115 -11.61038 0.089
H 18.49758 -10.91047 -11.44901 0.103
H 18.43223 -12.89496 -12.98776 0.131
H 16.96284 -12.76621 -15.01637 0.111
H 15.28469 -10.97599 -15.16825 0.087
H 12.63640 -6.86582 -12.57945 0.096
H 12.63493 -4.94412 -11.34197 0.111
H 14.92341 -3.68147 -10.92452 0.120
H 16.96048 -4.82524 -11.53443 0.109
H 16.93864 -6.89151 -12.96986 0.131
S 10.06254 -14.05178 -9.91355 0.762
C 10.31780 -15.70596 -10.33371 -0.750
N 11.41517 -16.19312 -10.83602 0.058
C 11.58155 -17.59447 -11.22367 -0.086
C 10.16120 -18.07467 -11.65661 -0.165
C 9.14646 -17.91869 -10.58587 -0.155
N 9.27203 -16.50316 -10.09671 0.021
H 12.19652 -15.57261 -10.96960 0.058
H 11.94108 -18.14905 -10.43591 0.097
H 12.32986 -17.66524 -12.05764 0.151
H 10.08133 -19.10831 -11.96023 0.120
H 9.80581 -17.41840 -12.45514 0.127
H 9.33339 -18.64959 -9.79972 0.121
H 8.05195 -18.03900 -10.96053 0.163
H 8.41103 -16.10044 -9.75078 0.126

No. 4
145
Properties=species:S:1:pos:R:3:lowdin_charge:R:1 method="wB97M-V/def2-TZVPD" e_tot_ev=-332917.5252 multiplicity=1 relative_energy_kcal_mol=186.8 homo_lumo_gap_ev=7.30 molar_mass_g_mol=1473.53 charge=-1 homo_ev=-5.52
C 4.60527 -2.97070 1.17363 -0.050
C 3.30334 -2.74578 1.04696 -0.168
C 1.87690 -2.09681 0.55726 -0.266
O 1.27306 -3.21847 -0.17074 -0.393
P 0.13305 -2.78546 -1.45883 0.494
Cl -0.90223 -1.82636 0.20533 0.527
C 1.52732 -3.19344 -2.74542 -0.136
C 2.65586 -4.22138 -2.29966 -0.305
O 2.50081 -5.46570 -2.59061 -0.005
F 3.94920 -3.92642 -1.74411 -0.009
C -0.55992 -4.51774 -1.25315 -0.226
C -1.45728 -4.95836 -0.02149 -0.375
O -2.77746 -4.36240 0.12134 -0.152
C -0.66832 -5.16327 1.41037 -0.236
N -1.00991 -4.17743 2.45903 -0.034
C -1.10436 -2.17825 -2.83168 -0.393
C -0.68221 -0.77190 -3.52526 -0.121
C -2.65599 -2.42429 -2.60595 -0.229
C -3.56204 -1.46110 -1.73270 -0.330
C -3.39738 0.12536 -1.90218 -0.137
O 0.88658 -1.17623 -1.54196 -0.448
C 1.91049 -0.89348 -0.52854 -0.330
C 1.41003 0.60442 -0.06114 -0.107
O 1.33199 0.74150 1.40491 -0.102
C 0.33701 1.79310 1.56796 -0.379
C -1.20843 1.52080 1.90406 -0.011
O 0.70410 3.00611 1.38161 0.006
C 3.36552 -0.52745 -1.14467 -0.077
C 4.38413 0.17998 -0.13900 -0.337
C 5.65401 0.94971 -0.83792 -0.072
N 4.30829 0.25711 1.17632 0.129
H 5.65543 -3.46280 1.01842 0.000
H 1.45828 -1.86262 1.62055 0.126
H 2.07377 -2.20722 -3.04176 0.102
H 1.13356 -3.61636 -3.74478 0.103
H -1.14613 -4.78130 -2.22954 0.106
H 0.32859 -5.27609 -1.25659 0.108
H -1.72656 -6.07553 -0.28189 0.134
H -3.35014 -5.02104 0.59291 0.085
H -0.94021 -6.21142 1.85587 0.104
H 0.48631 -5.22339 1.25812 0.095
H -2.00783 -3.95609 2.53803 0.035
H -0.39467 -3.35790 2.49700 0.031
H -0.88888 -2.93543 -3.70561 0.106
H 0.35938 -0.80613 -4.04002 0.081
H -1.42676 -0.65830 -4.42402 0.079
H -0.85278 0.15836 -2.88284 0.059
H -2.91352 -3.52013 -2.29631 0.104
H -3.12048 -2.37103 -3.68489 0.118
H -4.67144 -1.69058 -2.03269 0.017
H -3.55235 -1.67518 -0.58542 0.063
H -3.30149 0.37380 -3.01916 0.059
H -4.27412 0.64640 -1.36716 0.063
H -2.43130 0.54705 -1.40007 0.058
H 0.30918 0.72388 -0.43373 0.122
H 1.99373 1.45320 -0.57750 0.135
H -1.44242 0.45233 2.25933 0.076
H -1.89396 1.70336 0.97785 0.096
H -1.59745 2.26817 2.70658 0.064
H 3.91395 -1.40634 -1.63738 0.115
H 3.15961 0.23858 -2.00209 0.137
H 5.43420 2.07197 -0.96608 0.079
H 6.50227 0.88273 -0.04158 0.001
H 5.96163 0.40992 -1.80251 0.076
H 5.10388 0.77481 1.58743 0.047
Cl 8.95694 0.93711 0.83986 0.569
C 9.64927 -0.42824 1.75161 -0.686
C 9.21874 -1.77045 1.19060 -0.637
Cl 7.48641 -2.09242 1.45907 0.598
H 9.35902 -0.31823 2.79779 0.005
H 10.73567 -0.33126 1.68782 0.065
H 9.76920 -2.57246 1.68799 0.058
H 9.41319 -1.83844 0.11798 0.071
Cl 8.08163 -1.69005 4.72957 0.585
C 9.24042 -1.94840 6.05680 -0.648
C 10.59149 -1.32324 5.76626 -0.655
Cl 11.45434 -2.16615 4.45486 0.552
H 9.32304 -3.02347 6.22987 0.071
H 8.80534 -1.49272 6.94946 0.072
H 11.22656 -1.38451 6.65299 0.070
H 10.49616 -0.27141 5.48809 0.070
Cl 4.15676 -5.14195 5.87451 0.511
C 2.43980 -5.27381 5.41205 -0.663
C 2.26568 -5.79408 3.99803 -0.633
Cl 2.80822 -4.61558 2.77625 0.698
H 1.97863 -4.29211 5.53879 0.066
H 1.97422 -5.96256 6.12116 0.065
H 1.20771 -5.98825 3.80283 0.059
H 2.81708 -6.72409 3.84096 0.065
Cl -0.00304 6.08567 -2.37415 0.539
C 0.44373 5.98326 -0.65110 -0.650
C -0.16260 7.10919 0.16436 -0.685
Cl 0.55729 8.69084 -0.23184 0.524
H 1.53340 5.97869 -0.58332 0.074
H 0.07632 5.02123 -0.28581 0.060
H 0.02000 6.93620 1.22728 0.054
H -1.24160 7.18012 0.01178 0.057
Cl -3.45856 3.31977 -4.74774 0.531
C -2.55944 4.84011 -4.97560 -0.665
C -3.07095 5.63494 -6.16114 -0.651
Cl -2.70213 4.83982 -7.71236 0.557
H -1.50066 4.59461 -5.08188 0.065
H -2.68335 5.42092 -4.05837 0.056
H -2.58953 6.61523 -6.18580 0.074
H -4.15075 5.78772 -6.10694 0.030
Cl -4.80804 3.46271 2.07626 0.540
C -4.23642 3.98700 3.67928 -0.666
C -3.85589 5.45606 3.69852 -0.658
Cl -2.38979 5.78118 2.74167 0.561
H -3.39639 3.34868 3.96459 0.029
H -5.05396 3.80631 4.38120 0.073
H -3.64169 5.77039 4.72263 0.071
H -4.66032 6.08505 3.31118 0.066
Cl -5.03390 -3.00037 2.35995 0.573
C -6.75319 -3.14643 1.91784 -0.663
C -6.93790 -3.66798 0.50574 -0.648
Cl -6.41828 -2.48542 -0.71977 0.626
H -7.22139 -2.16872 2.05003 0.067
H -7.20533 -3.83958 2.63140 0.067
H -7.99547 -3.87143 0.32123 0.067
H -6.38016 -4.59274 0.34246 0.067
Cl -5.27796 3.86489 -1.79075 0.535
C -6.35122 5.28358 -1.70910 -0.661
C -7.31634 5.33969 -2.87777 -0.656
Cl -6.48942 5.68689 -4.41688 0.551
H -5.72684 6.17824 -1.65938 0.069
H -6.90770 5.20484 -0.77201 0.069
H -8.04176 6.14138 -2.72094 0.069
H -7.86461 4.40214 -2.99154 0.071
Cl -7.23394 3.20167 -8.51722 0.522
C -5.62029 2.52779 -8.17165 -0.677
C -5.20453 1.48660 -9.19254 -0.664
Cl -6.17611 -0.00170 -9.06948 0.528
H -5.63452 2.11663 -7.16017 0.065
H -4.91846 3.36444 -8.18877 0.009
H -4.16385 1.19965 -9.02554 0.074
H -5.29349 1.86604 -10.21274 0.067
Cl -1.17608 2.71806 5.96529 0.534
C 0.43891 2.04645 6.30796 -0.653
C 0.85550 1.00631 5.28587 -0.649
Cl -0.11178 -0.48348 5.40880 0.543
H 0.42663 1.63516 7.31947 0.066
H 1.13928 2.88471 6.29023 0.073
H 1.89692 0.72120 5.45100 0.080
H 0.76475 1.38599 4.26601 0.050

No. 5
17
Properties=species:S:1:pos:R:3:lowdin_charge:R:1 method="wB97M-V/def2-TZVPD" e_tot_ev=-9869.5667 multiplicity=1 relative_energy_kcal_mol=11.3 homo_lumo_gap_ev=12.14 molar_mass_g_mol=90.10 charge=+1 homo_ev=-15.20
N 0.46588 -0.77082 -0.52172 0.268
H -0.29871 -0.10644 -0.29033 0.080
H 1.19288 -0.70237 0.20780 0.095
H 0.19782 -1.75998 -0.69423 0.074
H 0.78524 -0.33933 -1.40456 0.157
H -1.08329 4.86061 -0.67208 0.068
H -0.14168 4.44079 0.46343 0.063
O -0.64611 4.09666 -0.28090 -0.038
H 1.57123 -0.44674 2.47653 0.071
H 1.86596 -1.90721 2.20845 0.061
O 2.14262 -1.02315 1.93434 -0.049
H -0.97183 -3.39872 -1.50967 0.074
H -0.15135 -4.29922 -0.54984 0.085
O -0.38341 -3.37830 -0.74584 -0.041
H -1.25406 2.32561 -0.13473 0.025
H -2.05315 1.01457 -0.06377 0.070
O -1.23804 1.39406 -0.42287 -0.064

No. 6
14
Properties=species:S:1:pos:R:3:lowdin_charge:R:1 method="wB97M-V/def2-TZVPD" e_tot_ev=-7699.6690 multiplicity=1 relative_energy_kcal_mol=129.4 homo_lumo_gap_ev=8.60 molar_mass_g_mol=86.12 charge=+1 homo_ev=-13.27
C -1.53127 0.80040 -0.50487 -0.071
C -0.29240 0.51697 0.03283 0.119
C 1.03559 0.41248 0.45256 -0.279
N -2.43731 0.01990 0.07353 -0.053
N -1.59150 -0.81279 0.79319 0.074
N 2.03857 -0.03481 -0.45444 0.046
H -1.76861 1.49979 -1.27732 0.136
H 1.22543 1.48403 0.78444 0.165
H 0.96592 -0.25920 1.30308 0.151
H -3.25680 -0.32610 -0.53982 0.211
H -1.78218 -0.81466 1.79641 0.157
H 1.99664 0.10879 -1.46164 0.105
H -1.29979 -1.73523 0.34284 0.192
H 2.69091 -0.67098 -0.16956 0.046

Copy entry 6 word for word.
14
Properties=species:S:1:pos:R:3:lowdin_charge:R:1 method="wB97M-V/def2-TZVPD" e_tot_ev=-7699.6690 multiplicity=1 relative_energy_kcal_mol=129.4 homo_lumo_gap_ev=8.60 molar_mass_g_mol=86.12 charge=+1 homo_ev=-13.27
C -1.53127 0.80040 -0.50487 -0.071
C -0.29240 0.51697 0.03283 0.119
C 1.03559 0.41248 0.45256 -0.279
N -2.43731 0.01990 0.07353 -0.053
N -1.59150 -0.81279 0.79319 0.074
N 2.03857 -0.03481 -0.45444 0.046
H -1.76861 1.49979 -1.27732 0.136
H 1.22543 1.48403 0.78444 0.165
H 0.96592 -0.25920 1.30308 0.151
H -3.25680 -0.32610 -0.53982 0.211
H -1.78218 -0.81466 1.79641 0.157
H 1.99664 0.10879 -1.46164 0.105
H -1.29979 -1.73523 0.34284 0.192
H 2.69091 -0.67098 -0.16956 0.046

- Among the records above, which one has the highest multiplicity?
  C46H38BrCuGeN6OS